No. 1
Molecular formula: C3H2N2S
Method: DFT, ωB97M-V/def2-TZVPD

The value obtained for the orbital gap is 9.460 eV. Its total energy is -623.1081 Ha. The highest occupied orbital energy comes out at -8.97 eV. The SMILES is S=C=N[C@@H]1C=N1. The LUMO energy comes out at 0.494 eV. Its strongest force on any atom is 5.45 eV/Å.

```
! wB97M-V def2-TZVPD RIJCOSX def2/J DEFGRID3
* xyz 0 1
S 3.4389 -0.4081 -0.0256
C 1.8926 -0.0974 0.0161
N 0.7213 0.0410 -0.1979
C -0.5205 0.0783 0.4597
C -1.6540 0.0340 -0.4876
N -1.4231 1.1359 -0.0015
H -0.3701 -0.2897 1.4187
H -2.0850 -0.4940 -1.1818
*
```

Atom charges from the natural (NBO) analysis, given in e for atoms 1 to 6: atom 1 (S): -0.0179, atom 2 (C): 0.2578, atom 3 (N): -0.4758, atom 4 (C): -0.0142, atom 5 (C): 0.1116, atom 6 (N): -0.2655

---

No. 2
Molecular formula: C6H15N3
Method: DFT, ωB97M-V/def2-TZVPD

The value obtained for the orbital gap is 10.368 eV. Its total energy is -401.1409 Ha. The highest occupied orbital energy comes out at -18.38 eV. The SMILES is CC1=[N+](C)[N@H+](C)CN1C. The LUMO energy comes out at -8.015 eV. Its strongest force on any atom is 6.66 eV/Å.

```
! wB97M-V def2-TZVPD RIJCOSX def2/J DEFGRID3
* xyz 2 1
C -0.5819 -2.1803 -0.3381
C -0.4564 -0.7242 -0.2784
N 0.7491 -0.2058 -0.6726
C 1.8483 -0.9273 -1.3783
N 0.7602 1.2432 -0.4142
C 1.5479 1.5688 0.7653
C -0.7627 1.5286 0.0689
N -1.2445 0.1717 0.3386
C -2.3347 -0.0021 1.1597
H 0.2478 -2.7430 -0.6622
H -1.5568 -2.4243 -0.8685
H -0.4690 -2.4465 0.7213
H 1.3744 -1.7977 -1.9182
H 2.4663 -1.3253 -0.5644
H 2.3832 -0.1708 -1.9397
H 0.9439 1.7080 -1.3021
H 1.1877 0.9115 1.4949
H 2.6372 1.3606 0.6107
H 1.5489 2.6919 0.9144
H -1.2628 2.0840 -0.7707
H -0.6910 2.1856 0.8753
H -3.2561 -0.3494 0.6727
H -2.2356 -0.9754 1.8260
H -2.8435 0.8187 1.6598
*
```

Atom charges from the natural (NBO) analysis, given in e for atoms 1 to 6: atom 1 (C): -0.7149, atom 2 (C): 0.6075, atom 3 (N): -0.2157, atom 4 (C): -0.4177, atom 5 (N): -0.1914, atom 6 (C): -0.4487

---

No. 3
Molecular formula: C4H4HgO6
Method: DFT, ωB97M-V/def2-TZVPD

The value obtained for the orbital gap (alpha / beta) is 3.890 / 5.120 eV. Its total energy is -759.1736 Ha. The highest occupied orbital energy (alpha / beta) comes out at -11.93 / -13.16 eV. The LUMO energy (alpha / beta) comes out at -8.044 / -8.043 eV. Its strongest force on any atom is 10.28 eV/Å.

```
! wB97M-V def2-TZVPD RIJCOSX def2/J DEFGRID3
* xyz 1 2
O -1.9431 -1.5479 -2.0052
C -1.3505 -1.3552 -0.9086
O -1.2525 -2.2930 -0.0649
O -0.8489 -0.1561 -0.6763
O -0.6386 1.4669 0.8450
C 0.3622 2.2803 0.3466
C -0.3784 0.1379 0.6196
Hg -2.2718 -3.3350 -1.3198
H 0.6305 3.0671 1.0516
H 0.4482 2.2827 -0.7437
H -0.7688 -0.5271 1.3939
C 1.3852 0.2919 0.6534
O 1.9326 0.1591 1.7175
H 2.7636 -0.4754 -0.3937
O 1.9303 0.0039 -0.5157
*
```

Atom charges from the natural (NBO) analysis, given in e for atoms 1 to 6: atom 1 (O): -0.7311, atom 2 (C): 0.9568, atom 3 (O): -0.7754, atom 4 (O): -0.4382, atom 5 (O): -0.5074, atom 6 (C): 0.0080